a:
{
  "formula": "C4H4FN",
  "method": "ωB97M-V with the def2-TZVPD basis set",
  "gap_ha": [0.3457, 0.2556],
  "multiplicity": 1,
  "lumo_ev": [-2.5, -2.9],
  "symbols": ["C", "C", "C", "C", "N", "F", "H", "H", "H", "H"],
  "coordinates": [[-1.65, -0.77, -0.08], [0.74, 0.05, 0.73], [0.96, -0.05, -0.71], [-0.34, -0.35, -0.15], [-2.74, -1.12, 0.10], [-1.36, 1.85, -0.09], [1.21, -0.71, 1.40], [0.72, 1.06, 1.19], [0.94, 0.83, -1.27], [1.52, -0.80, -1.13]],
  "mulliken_charge": [0.504, -0.405, -0.611, 0.352, -0.367, -0.491, 0.239, 0.239, 0.244, 0.296]
}

b:
{
  "formula": "C4H4FN",
  "method": "ωB97M-V with the def2-TZVPD basis set",
  "gap_ha": 0.3757,
  "multiplicity": 1,
  "lumo_ev": -0.4,
  "symbols": ["C", "C", "C", "C", "N", "F", "H", "H", "H", "H"],
  "coordinates": [[-1.84, -0.18, 0.53], [0.55, -0.75, -0.36], [-0.54, -0.28, 0.18], [1.85, -0.67, -0.88], [-2.97, -0.07, 0.55], [-1.47, 2.26, 1.93], [-2.15, 1.68, 1.09], [1.80, -1.27, -1.84], [2.60, -1.02, -0.08], [2.16, 0.31, -1.12]],
  "mulliken_charge": [0.119, 0.217, 0.302, -0.979, -0.444, -0.495, 0.430, 0.281, 0.256, 0.312]
}

c:
{
  "formula": "C4H4FN",
  "method": "ωB97M-V with the def2-TZVPD basis set",
  "gap_ha": 0.3994,
  "multiplicity": 1,
  "lumo_ev": 0.4,
  "smiles": "C/C(F)=C\\C#N",
  "symbols": ["C", "C", "F", "C", "C", "N", "H", "H", "H", "H"],
  "coordinates": [[-1.74, 0.99, 0.34], [-0.12, 0.67, -0.07], [0.04, 1.63, -1.11], [0.89, -0.13, -0.06], [0.88, -1.42, 0.59], [0.73, -2.62, 0.75], [-2.27, -0.16, 0.48], [-2.23, 1.44, -0.66], [-1.96, 1.73, 1.01], [1.53, -0.03, -0.89]],
  "mulliken_charge": [-0.799, 0.309, -0.282, -0.250, 0.250, -0.418, 0.252, 0.267, 0.320, 0.352]
}

Most favorable first, least favorable last: c, b, a

a:
{
  "formula": "C4H5N",
  "method": "ωB97M-V with the def2-TZVPD basis set",
  "gap_ha": 0.3980,
  "multiplicity": 1,
  "lumo_ev": 0.9,
  "smiles": "N#CC1CC1",
  "symbols": ["N", "C", "C", "C", "C", "H", "H", "H", "H", "H"],
  "coordinates": [[-2.93, -0.05, -0.30], [-1.84, -0.01, 0.11], [-0.47, -0.14, 0.33], [0.73, 0.70, -0.18], [0.92, -0.67, -0.26], [-0.46, 0.14, 1.37], [1.19, 1.18, 0.54], [0.62, 1.19, -1.26], [0.82, -1.29, -1.09], [1.42, -1.05, 0.74]],
  "mulliken_charge": [-0.425, 0.255, -0.325, -0.433, -0.346, 0.233, 0.293, 0.221, 0.349, 0.178]
}

b:
{
  "formula": "C4H5N",
  "method": "ωB97M-V with the def2-TZVPD basis set",
  "gap_ha": [0.3700, 0.2812],
  "multiplicity": 1,
  "lumo_ev": [-0.6, -2.1],
  "symbols": ["C", "C", "C", "C", "N", "H", "H", "H", "H", "H"],
  "coordinates": [[-1.00, 3.36, -1.37], [-1.12, 2.17, -1.53], [0.01, -0.72, 0.32], [0.68, -1.97, 0.84], [0.10, -0.28, -0.83], [-0.69, 4.31, -1.51], [-0.67, -0.23, 1.06], [0.82, -1.81, 1.99], [0.17, -2.84, 0.58], [1.69, -1.99, 0.45]],
  "mulliken_charge": [-0.201, -0.211, 0.213, -0.813, -0.430, 0.356, 0.288, 0.250, 0.286, 0.263]
}

Most favorable first, least favorable last: a, b